1.
The following is a quantum chemistry calculation of a gas-phase ion, C6H7N2O3S (charge -1), from the OMol25 dataset.

```
19
Properties=species:S:1:pos:R:3:forces:R:3
C 1.3133 -1.1147 0.4656 -1.7 -0.4 -4.1
C 0.8614 -0.2537 1.3754 -1.4 1.4 1.2
C 1.8814 -0.1943 2.3499 -2.6 0.1 0.4
C -3.0294 0.7094 -1.8850 0.8 1.9 -1.6
C -0.5186 0.3483 1.4342 -0.4 0.1 -0.2
C -0.2510 1.2133 -1.9873 1.5 1.0 -1.9
N 2.8295 -1.0111 2.0190 2.2 -0.2 1.5
N 2.4978 -1.5271 0.8369 2.8 -1.2 0.9
O -0.8648 1.0352 2.3906 0.6 0.5 1.0
O -1.3075 0.0931 0.4631 0.5 -1.0 2.3
O -1.0771 -1.1138 -1.9994 -0.1 -1.3 -0.6
S -1.4608 0.2271 -1.5666 -1.4 -1.8 0.5
H 0.8936 -1.2796 -0.5399 0.1 -0.4 0.8
H -3.9138 0.2502 -1.6026 -1.0 -1.9 0.3
H -3.1466 1.7368 -1.6666 0.3 1.3 0.0
H 0.6417 0.6612 -2.2543 -0.1 0.1 -0.2
H -0.1415 2.2084 -1.6903 -0.2 1.3 0.5
H 1.6106 0.2396 3.3174 1.2 0.0 -0.2
H 3.1817 -2.2283 0.5398 -1.1 0.6 -0.5
```
Positions in Å, forces in eV/Å.

Results
expectation value of S²: 2.02
molar mass: 187.2 g/mol
highest occupied orbital energy (alpha / beta): -1.31 / -4.39 eV
net charge: -1
gap between HOMO and LUMO (alpha / beta): 0.1781 / 0.2302 Ha
spin multiplicity: 3

=====

2.
The following is a quantum chemistry calculation of 2 unconnected molecules or ions with the total composition C5H9NO, from the OMol25 dataset.

```
16
Properties=species:S:1:pos:R:3:forces:R:3
C -1.2493 -0.1462 1.2512 0.1 0.0 0.0
C -1.0431 0.0395 -0.2313 -0.1 -0.2 0.1
N -0.8589 1.4050 -0.7220 -0.1 0.2 -0.2
C 0.2449 0.4526 -0.8477 0.2 -0.1 -0.1
C 1.4981 0.7547 -0.0622 0.0 0.0 0.1
C 1.2317 -2.6101 -0.7539 -0.1 -0.3 1.4
O 1.1938 -2.7995 0.3656 0.0 0.2 -1.4
H -0.6306 0.5481 1.8256 -0.1 -0.1 -0.1
H -2.2953 0.0407 1.5181 0.1 0.0 0.0
H -0.9965 -1.1697 1.5516 0.0 0.1 0.0
H -1.6590 -0.6179 -0.8488 0.1 0.1 0.1
H -1.3303 1.5427 -1.6112 0.1 0.0 0.1
H 0.4280 0.0426 -1.8429 0.0 0.1 0.2
H 1.2590 1.3114 0.8471 0.0 -0.1 -0.1
H 2.1809 1.3687 -0.6592 -0.1 -0.1 0.1
H 2.0267 -0.1626 0.2200 -0.1 0.2 0.0
```
Positions in Å, forces in eV/Å.

Results
molar mass: 99.1 g/mol
highest occupied orbital energy: -9.52 eV
gap between HOMO and LUMO: 0.3905 Ha

=====

3.
The following is a quantum chemistry calculation of 9 unconnected molecules or ions with the total composition C8H33BF4N9O8, from the OMol25 dataset.

```
63
Properties=species:S:1:pos:R:3:forces:R:3
B -0.2584 0.6415 -1.1899 0.9 -1.3 0.9
F -1.0929 1.7032 -0.8726 0.8 -0.7 -0.5
F 0.9878 0.6238 -0.5167 -0.3 1.0 0.3
F -0.7786 -0.6506 -0.9084 -0.6 0.8 -0.6
F 0.0901 0.6939 -2.5622 -0.3 -0.1 -0.4
C 1.4018 3.6785 -4.0070 -1.6 1.6 -0.9
O 1.4567 4.7446 -4.6374 0.7 -0.8 0.2
N 2.4599 2.9986 -3.5314 0.0 -0.3 0.2
N 0.1785 3.1205 -3.7576 0.9 -0.2 0.3
H 2.2550 2.2197 -2.9285 0.6 -0.1 0.0
H 3.3697 3.3938 -3.6651 0.1 -0.1 0.2
H -0.5772 3.5541 -4.2484 -0.3 0.0 0.3
H 0.0998 2.3391 -3.1132 -0.5 0.4 -0.6
C 3.2946 0.8188 2.2613 -1.7 1.1 -0.9
O 2.2358 1.1044 2.8247 1.1 -0.5 0.7
N 4.5199 1.0324 2.8233 0.4 0.3 1.4
N 3.3068 0.4671 0.9666 1.4 -0.8 -0.9
H 4.4929 1.3273 3.7852 -0.2 0.0 -0.1
H 5.4296 0.7332 2.5289 -0.3 -0.3 -0.6
H 2.5155 0.2525 0.3699 -0.2 0.3 0.6
H 4.2085 0.4316 0.5210 -0.1 -0.2 -0.1
C -1.4109 2.0194 2.8868 -0.9 -0.4 -1.3
O -2.6008 1.8220 2.6763 1.0 0.2 1.0
N -0.4207 1.8066 1.9852 1.1 0.0 -0.6
N -0.9422 2.5258 4.0715 -0.8 -0.3 0.7
H 0.5392 1.7200 2.2970 -0.3 0.0 0.1
H -0.5590 1.3552 1.0930 -0.7 0.2 0.6
H -0.0552 2.9807 4.1503 0.0 0.1 0.1
H -1.7250 2.6698 4.6895 0.5 0.5 0.3
C -3.7922 -0.1415 -2.7412 -1.2 -0.2 1.6
O -4.0756 0.1447 -1.5804 0.4 -0.2 -1.1
N -2.5813 0.0063 -3.3109 0.1 0.3 -0.2
N -4.7551 -0.7078 -3.5394 0.3 0.0 -1.4
H -1.8214 0.4338 -2.7955 -0.5 -0.2 -0.5
H -2.4774 -0.2154 -4.2821 0.4 0.0 0.0
H -4.6025 -0.7426 -4.5324 -0.1 -0.2 0.1
H -5.6047 -1.1076 -3.1987 0.0 0.3 0.5
C -1.4702 -3.5815 1.7126 0.3 0.4 0.5
C -0.0448 -3.0334 1.8654 1.5 0.0 -1.5
C 0.8747 -3.5541 0.7174 -1.2 -1.0 0.3
O 2.1696 -3.0027 0.7285 0.3 0.2 -0.4
C 2.9379 -3.2314 1.8832 0.2 0.5 0.3
N -0.0279 -1.5704 1.7678 -0.7 -0.3 0.2
H -1.5395 -4.6590 1.5593 0.3 0.0 -0.1
H -1.9483 -3.0587 0.8825 0.0 -0.1 -0.1
H -2.0759 -3.3572 2.5912 0.1 0.1 0.1
H 0.5294 -3.3809 2.7272 -0.8 0.2 0.7
H 0.3928 -3.3275 -0.2370 0.3 0.3 -0.1
H 0.9127 -4.6545 0.7541 0.3 -0.1 0.1
H 2.5246 -2.7265 2.7615 -0.2 -0.2 0.1
H 3.9127 -2.7605 1.7528 0.0 -0.1 -0.4
H 3.1083 -4.2906 2.0954 -0.2 -0.1 0.0
H 0.9146 -1.2028 1.8022 0.1 -0.1 0.3
H -0.3173 -1.3595 0.8136 -0.2 0.2 0.2
O 2.0884 -1.3169 -2.1873 0.1 -0.3 -0.1
H 1.9964 -1.7107 -1.3102 0.0 0.0 0.0
H 1.2522 -0.8557 -2.3360 0.2 -0.1 0.0
O -3.2738 -0.1117 0.8900 0.1 -0.9 -0.8
H -2.6581 -0.8115 1.1339 0.1 0.1 0.1
H -3.3749 -0.1848 -0.0941 0.0 0.2 1.1
O -3.4064 2.5368 0.2209 0.1 0.6 -0.5
H -3.6419 3.2172 -0.4197 0.1 -0.1 0.0
H -2.5464 2.1910 -0.0870 -0.9 0.2 0.4
```
Positions in Å, forces in eV/Å.

Results
molar mass: 470.2 g/mol
highest occupied orbital energy: -5.47 eV
net charge: -1
gap between HOMO and LUMO: 0.2882 Ha

=====

4.
The following is a quantum chemistry calculation of a single C3H6O3 molecule, from the OMol25 dataset.

```
12
Properties=species:S:1:pos:R:3:forces:R:3
O 1.6341 -0.6434 -0.1880 0.0 -0.2 0.1
C 1.1316 0.6664 -0.2686 -0.1 0.4 -0.1
C -0.2603 0.8349 0.3097 0.2 0.1 0.1
O -1.2365 0.1262 -0.4786 0.0 -0.1 0.0
C -1.4020 -1.1597 -0.1866 0.1 -0.3 0.3
O -0.8287 -1.7675 0.6859 -0.2 0.2 -0.4
H 1.0956 -1.1485 0.4377 0.1 0.0 -0.1
H 1.1074 0.9510 -1.3283 0.0 0.0 0.1
H 1.7967 1.3733 0.2519 -0.1 -0.1 0.0
H -0.5688 1.8803 0.2699 0.1 -0.1 0.0
H -0.3130 0.4864 1.3464 0.0 0.0 -0.1
H -2.1561 -1.5995 -0.8514 0.0 0.0 0.1
```
Positions in Å, forces in eV/Å.

Results
molar mass: 90.1 g/mol
highest occupied orbital energy: -10.41 eV
gap between HOMO and LUMO: 0.4144 Ha
structure (SMILES): O=COCCO

=====

5.
The following is a quantum chemistry calculation of 2 unconnected molecules or ions with the total composition C16H17ClNO6S, from the OMol25 dataset.

```
42
Properties=species:S:1:pos:R:3:forces:R:3
C -4.9656 0.9075 3.2708 -0.1 0.2 0.0
C -3.9058 -0.1482 3.0529 -0.2 0.0 -0.2
O -2.7452 0.4545 2.4126 -0.1 -0.6 0.5
C -1.6462 -0.3072 2.5781 0.2 -1.5 0.7
C -0.3648 0.3013 2.1614 -0.4 0.9 -0.3
C 0.7215 -0.2236 2.7005 0.3 -0.3 0.7
C 2.0092 0.4678 2.6446 0.2 1.2 -0.9
O 2.1460 1.5727 2.1383 0.4 -1.3 0.9
O 2.9978 -0.2382 3.2731 0.0 0.8 0.0
C 4.1957 0.5307 3.5404 0.0 -0.1 -0.3
C 5.3187 -0.4213 3.9061 0.0 -0.1 0.1
O -1.6614 -1.3969 3.1412 -0.5 1.1 -0.5
H -5.9151 0.4106 3.4954 0.1 0.1 0.0
H -4.7117 1.5446 4.1268 0.0 0.0 -0.2
H -5.1187 1.5388 2.3924 0.1 -0.1 0.0
H -3.6043 -0.5505 4.0299 0.0 -0.1 -0.5
H -4.2880 -0.9654 2.4070 0.4 0.4 0.4
H -0.3610 1.1787 1.4987 0.1 -0.4 0.4
H 0.6439 -1.1175 3.3156 0.0 0.2 -0.2
H 4.4646 1.0998 2.6344 -0.2 -0.1 0.5
H 3.9883 1.2211 4.3828 0.1 -0.2 -0.6
H 6.2418 0.1640 3.9917 -0.1 -0.1 0.0
H 5.1371 -0.9106 4.8710 0.0 0.0 -0.2
H 5.4718 -1.1927 3.1386 -0.1 0.3 0.2
N -0.7468 -0.8194 -8.9373 0.0 0.2 2.2
C -0.6503 -0.6828 -7.7791 0.1 0.0 -1.9
C -0.4231 -0.4693 -6.3660 -0.4 -0.1 -0.2
C 0.2068 -1.4499 -5.6058 0.1 -0.3 0.3
C 0.4662 -1.2344 -4.2574 0.1 -0.1 -0.9
C 0.1338 -0.0154 -3.6852 0.1 0.2 0.6
S 0.6095 0.3074 -1.9815 -2.8 -0.7 1.3
C -0.8550 -0.0244 -1.0983 1.0 1.9 -1.9
Cl -1.0616 -1.3159 -0.0302 -0.1 -1.4 -0.1
O 1.6202 -0.6795 -1.7034 0.8 -0.1 0.3
O 0.8869 1.7244 -1.8863 0.3 -0.2 -0.7
C -0.6210 0.9089 -4.3905 0.0 0.0 -0.9
C -0.8849 0.6881 -5.7391 -0.2 0.3 0.2
H 0.4852 -2.3925 -6.0683 0.0 0.1 0.0
H 0.9530 -2.0071 -3.6889 0.2 0.1 0.3
H -1.7322 0.3193 -1.6613 0.3 -0.2 0.5
H -0.9737 1.8105 -3.9139 0.1 0.1 0.1
H -1.4616 1.4118 -6.3117 0.2 -0.1 0.1
```
Positions in Å, forces in eV/Å.

Results
molar mass: 386.8 g/mol
highest occupied orbital energy: -3.25 eV
net charge: -1
gap between HOMO and LUMO: 0.2199 Ha

=====

6.
The following is a quantum chemistry calculation of a single C19H31NO2 molecule, from the OMol25 dataset.

```
53
Properties=species:S:1:pos:R:3:forces:R:3
C 5.9718 1.4812 -0.4752 1.7 1.0 -8.0
C 4.9245 0.5349 -0.3419 -4.9 -0.5 3.4
C 4.9237 -0.6425 -0.8992 -14.9 3.4 10.7
C 3.7427 -1.6058 -0.6783 2.0 3.5 -0.1
C 2.6174 -1.3491 -0.0592 -1.8 5.6 4.7
C 2.5393 0.0367 0.6845 2.3 -0.8 -2.2
C 3.5893 0.8341 0.5787 5.7 3.3 -3.2
H 3.6762 1.9761 0.7109 -0.8 -2.0 0.7
O 1.4515 0.4934 1.2930 -1.8 -2.6 0.2
C 1.2516 1.7811 1.6118 -4.6 3.8 1.1
C 0.7776 2.7975 0.3674 8.3 -16.5 -6.8
C -0.2193 1.9178 -0.6651 6.0 -7.5 11.1
C -1.4012 1.2474 0.0047 1.1 11.1 2.4
C -2.3563 0.8466 -0.8327 -4.5 -9.7 -2.3
N -3.7017 0.5275 -0.4165 1.3 0.4 9.7
C -3.7904 -0.6007 0.7719 2.6 2.4 -3.5
H -2.9408 -0.5672 1.4790 -0.7 0.8 0.0
C -5.1425 -0.7055 1.3668 1.8 5.9 -11.2
H -5.0683 -1.4061 1.8885 -0.1 -11.2 8.0
O -6.1428 -0.7745 0.4346 -2.7 -0.9 -3.7
C -6.1257 0.2307 -0.7026 -2.8 2.4 5.3
C -4.8347 0.4296 -1.1417 5.1 -1.3 -8.6
H -4.7247 1.2980 -1.9279 -0.9 -1.5 1.0
H -4.5983 -0.5396 -1.7022 -0.7 0.3 -1.0
H -6.8670 0.1999 -1.5831 0.9 -0.8 2.0
H -6.2081 1.2096 -0.1113 -1.4 -0.7 -0.5
H -5.2800 0.0858 1.8549 -1.0 6.6 4.7
H -3.4588 -1.3626 0.1056 -0.4 -1.9 -0.2
H -2.5857 1.3834 -1.6203 0.1 3.1 -4.3
H -1.9001 -0.2242 -1.1628 -0.8 1.3 -0.7
H -1.1948 0.8583 0.8881 1.0 -2.8 3.5
H -1.9456 2.2894 0.3995 0.9 -1.8 0.0
H 0.4203 0.9586 -0.8935 -0.5 1.8 -0.1
H -0.3533 2.3116 -1.4603 -2.2 5.4 -9.9
H 0.3455 3.4750 0.6566 -7.9 13.1 5.8
H 1.7817 3.0307 -0.1822 -2.1 -0.1 0.8
H 2.0689 2.3373 1.9637 1.5 0.1 1.0
H 0.3610 1.8202 2.5735 2.6 -0.2 -3.0
C 1.4008 -2.0510 0.3411 3.7 -7.7 -6.9
C 1.7354 -3.2048 1.2077 -0.3 -3.7 -0.8
H 1.0708 -4.0411 1.4848 -1.3 1.0 -0.4
H 2.4361 -3.8449 0.7888 1.9 -1.1 -1.7
H 2.2082 -3.0817 2.0855 1.5 1.8 3.4
C 0.7185 -2.6372 -0.9740 4.7 2.3 -0.8
H -0.2222 -3.0405 -0.8874 -1.7 -1.9 0.4
H 1.6114 -3.1382 -1.6260 -2.7 0.4 1.7
H 0.5530 -1.7218 -1.5198 -0.3 0.4 -0.7
H 0.8122 -1.6987 0.9585 -6.0 5.6 4.7
H 3.7297 -2.4742 -1.1794 0.7 -3.3 -1.8
H 5.4720 -1.0101 -1.4113 12.9 -7.4 -11.3
H 6.3111 1.9207 0.3411 1.6 1.8 3.8
H 5.6324 2.3710 -1.2224 0.6 -1.7 1.8
H 6.9277 1.0377 -1.1649 -2.5 1.0 2.2
```
Positions in Å, forces in eV/Å.

Results
molar mass: 305.5 g/mol
highest occupied orbital energy: -7.63 eV
gap between HOMO and LUMO: 0.3095 Ha
structure (SMILES): Cc1ccc(C(C)C)c(OCCCCCN2CCOCC2)c1

=====

7.
The following is a quantum chemistry calculation of a single C16H18N2O4 molecule, from the OMol25 dataset.

```
40
Properties=species:S:1:pos:R:3:forces:R:3
C 0.7240 0.9777 -4.2858 -0.1 -0.2 0.1
C 0.0106 0.2541 -3.1523 0.1 0.2 0.0
H -1.0187 0.0355 -3.4443 0.0 -0.1 0.0
H 0.5136 -0.6907 -2.9447 -0.1 0.0 0.0
C 0.0038 1.1017 -1.8728 -0.1 -0.2 -0.1
C -0.7137 0.3945 -0.7667 0.8 -0.2 0.1
C -0.2206 -0.4897 0.1172 -0.6 0.1 0.1
C 1.1749 -0.9579 0.1959 0.3 -0.1 0.0
O 1.5801 -1.6468 1.1019 -0.1 0.1 -0.1
O 1.9487 -0.5797 -0.8344 -0.2 0.1 -0.1
C 3.3159 -0.9913 -0.7885 0.5 -0.2 0.2
C 4.1487 -0.0664 0.0874 -0.4 -0.1 -0.1
H 3.7976 -0.1169 1.1151 0.0 0.0 0.1
H 4.0706 0.9601 -0.2634 0.0 0.1 0.0
H 5.1898 -0.3744 0.0556 0.1 0.0 0.0
H 3.6523 -0.9623 -1.8272 -0.1 0.0 0.1
H 3.3657 -2.0162 -0.4069 0.0 0.1 -0.2
C -1.0853 -1.0409 1.2344 0.0 0.1 0.2
C -0.7818 -0.3078 2.5095 0.2 0.7 -0.4
C -0.6081 1.0245 2.7550 -0.1 -0.6 -0.3
C -0.3682 1.1381 4.1455 0.0 -0.4 0.4
C -0.4182 -0.1301 4.6345 0.1 0.9 0.4
O -0.6686 -1.0069 3.6512 -0.1 -0.6 -0.2
H -0.2980 -0.5225 5.6245 0.0 -0.2 0.1
H -0.1849 2.0379 4.6962 0.0 0.1 0.2
H -0.6414 1.8206 2.0384 0.0 0.1 -0.2
C -2.5477 -0.8786 0.8791 0.8 0.5 -0.7
C -2.9269 0.0280 -0.0495 -0.3 -0.5 0.1
N -4.2137 0.2649 -0.4400 0.4 0.2 -0.1
H -4.9446 -0.0397 0.1807 0.0 0.0 0.0
H -4.3753 1.1066 -0.9670 0.0 0.0 0.0
O -2.0342 0.7540 -0.7759 -0.5 -0.1 0.2
C -3.5058 -1.6118 1.5849 -0.4 -0.1 0.2
N -4.3053 -2.2024 2.1635 -0.3 -0.2 0.2
H -0.8463 -2.0966 1.4048 0.0 0.2 -0.1
H -0.5265 2.0364 -2.0676 0.0 0.0 0.1
H 1.0277 1.3219 -1.5796 -0.1 0.1 0.0
H 0.7227 0.3668 -5.1851 0.0 0.0 -0.1
H 0.2313 1.9210 -4.5112 0.0 0.1 -0.1
H 1.7557 1.1855 -4.0125 0.1 0.1 0.0
```
Positions in Å, forces in eV/Å.

Results
molar mass: 302.3 g/mol
highest occupied orbital energy: -8.24 eV
gap between HOMO and LUMO: 0.3233 Ha
structure (SMILES): CCCC1=C(C(=O)OCC)[C@@H](c2ccco2)C(C#N)=C(N)O1

=====

8.
The following is a quantum chemistry calculation of a molecular structure, C14H22F10NNaO9P2S, from the OMol25 dataset.

```
60
Properties=species:S:1:pos:R:3:forces:R:3
O 4.7835 -5.5991 4.8027 0.3 0.5 0.1
C 5.2739 -4.7796 4.1478 0.1 -0.9 -0.4
N 5.8058 -4.0050 3.3559 -0.6 0.9 0.6
P 4.7694 -2.8113 2.6257 2.4 -2.2 0.9
C 5.9019 -1.6769 1.8212 -0.5 2.0 -0.4
C 5.4186 -0.2042 1.9052 -0.7 -1.5 1.1
C 4.9942 0.3009 3.2465 0.0 0.0 -1.7
O 6.2173 0.6729 2.6275 0.4 0.6 -0.1
S 3.3279 -3.7223 1.1176 -0.9 -0.2 -1.5
O 4.2240 -3.9018 0.0006 0.4 0.8 0.0
O 2.8785 -5.0023 1.6470 -0.7 0.4 1.0
C 1.7822 -2.9570 0.3250 0.0 -0.5 -1.2
F 2.1958 -2.2445 -0.7133 0.1 0.3 0.0
F 0.8603 -3.9051 -0.2490 0.3 0.8 0.3
C 0.9939 -1.9865 1.2333 -0.9 -0.4 0.0
F 1.6818 -0.8703 1.4719 0.6 -0.2 0.0
F -0.0888 -1.6152 0.5205 -0.3 -0.1 -0.1
C 0.4569 -2.5206 2.6303 -0.2 1.4 -0.2
F 1.0787 -1.8231 3.5801 0.4 -0.4 0.3
F 0.6383 -3.8516 2.8524 0.4 0.2 -0.1
C -1.0579 -2.2649 2.8577 0.3 -0.6 1.2
F -1.7870 -3.0328 2.0425 -0.1 0.1 -0.6
F -1.3052 -2.6888 4.0972 -0.1 -0.2 0.3
F -1.3671 -1.0027 2.8112 -0.2 0.4 -0.7
H 4.1096 -2.2477 3.7218 -0.1 0.3 -0.2
H 5.9508 -1.9185 0.7616 0.3 -0.5 0.0
H 6.8777 -1.6499 2.3003 0.1 -0.6 0.0
H 4.8766 0.1686 1.0451 0.2 0.2 -0.1
H 4.1856 1.0054 3.1063 0.0 0.3 1.0
H 5.1237 -0.3164 4.1206 -0.3 0.1 0.2
O -2.4474 2.6458 -3.4482 0.7 -2.5 0.1
P -2.9763 2.5175 -2.0782 -1.7 4.8 1.5
O -4.5639 2.7257 -2.0871 0.5 -0.5 -0.2
C -5.3699 1.9773 -3.0207 -0.5 -0.2 -0.3
C -5.5956 0.5635 -2.5459 1.1 -0.2 0.1
O -2.4849 3.8510 -1.3166 0.0 -0.2 0.2
C -1.5633 4.7609 -1.9304 0.1 0.2 -0.2
C -2.2695 5.8611 -2.6848 -0.4 0.1 0.1
O -2.8302 1.6763 -0.6930 1.0 -1.4 -1.6
C -2.5954 0.2712 -0.6672 -0.2 -0.5 0.2
C -1.7187 -0.2310 -1.7974 0.1 0.1 -0.1
H -4.9112 1.9845 -4.0119 0.1 0.1 0.1
H -6.3238 2.4920 -3.0946 0.0 0.0 0.2
H -4.6515 -0.0122 -2.5867 -0.1 0.1 -0.1
H -6.3375 0.0553 -3.1855 -0.1 0.2 0.1
H -5.9582 0.5509 -1.5211 -0.1 0.0 0.0
H -0.8742 4.2258 -2.5812 -0.1 -0.1 -0.1
H -0.9692 5.1913 -1.1232 -0.1 -0.1 0.1
H -3.0566 5.4720 -3.3314 0.1 -0.1 -0.1
H -1.5396 6.4160 -3.2955 0.0 -0.1 0.0
H -2.7462 6.5571 -1.9903 0.1 0.0 0.0
H -3.5514 -0.2604 -0.6549 0.0 0.1 -0.1
H -2.1111 0.0587 0.2894 0.0 0.2 0.0
H -2.1397 0.0079 -2.7770 0.0 0.0 0.1
H -1.6109 -1.3153 -1.7349 0.0 0.0 0.0
H -0.7263 0.2218 -1.7460 0.0 0.0 0.0
F -7.9877 0.4957 -2.9552 -0.6 0.0 -0.2
Na -0.0507 -5.0463 1.1913 -0.3 -1.1 0.1
O 0.3186 6.6489 -3.9212 0.2 0.1 0.1
H 0.8415 6.0870 -4.5138 -0.2 -0.1 0.0
```
Positions in Å, forces in eV/Å.

Results
molar mass: 655.3 g/mol
highest occupied orbital energy: -6.90 eV
gap between HOMO and LUMO: 0.0434 Ha

=====

Asked for DFT total energy across the records above, the calculation gives -966.0509; -325.8666; -1844.1092; -343.6213; -1984.4508; -947.1035; -1030.9462; -3520.0064 a.u. in order.